No. 1
This record from the OMol25 dataset describes the molecule C6H13N at a distorted geometry. The level of theory is ωB97M-V with the def2-TZVPD basis set.

XYZ file:
```
20
Properties=species:S:1:pos:R:3:forces:R:3:mulliken_charge:R:1
C 0.158527 -0.099813 -2.022484 -1.4985 -1.8843 0.2343 -1.277
C -0.421567 -0.325911 -0.581999 0.0531 0.7582 -1.0493 0.103
C -1.273094 0.942620 -0.228892 -0.2439 -1.7245 1.0668 -0.701
C -0.351959 1.707353 0.779183 -1.4980 -1.4974 -0.5588 -0.679
C 0.459022 0.537275 1.492097 -0.0336 2.1525 -0.4141 -0.594
N 0.737576 -0.411967 0.379286 -1.4333 -0.6563 0.7570 -0.046
C 1.075208 -1.814506 0.694648 -1.1262 -2.4561 -0.4706 -0.924
H 0.875585 0.706495 -2.185489 -0.1044 -0.0285 0.6208 0.272
H 0.636467 -1.092235 -2.197414 -0.1433 0.8738 -0.8530 0.317
H -0.749922 0.093822 -2.673756 1.2461 -0.5843 0.2929 0.362
H -1.080139 -1.288199 -0.561689 1.2047 1.5280 -0.0761 0.284
H -1.511812 1.573399 -1.078447 0.0825 -0.1709 -0.2942 0.364
H -2.291159 0.545660 0.163784 1.6800 1.0739 -0.0430 0.307
H -1.084796 2.249242 1.354103 0.3202 0.2380 1.1298 0.350
H 0.208654 2.476083 0.239681 0.4801 -0.5115 0.1410 0.317
H 1.385619 1.092725 1.850903 -0.8191 -1.4505 -0.0280 0.301
H -0.178452 0.155566 2.338716 0.7839 0.0480 -0.6666 0.326
H 0.303869 -2.623747 1.084085 0.1150 2.2629 0.1966 0.302
H 1.199486 -2.443748 -0.244409 0.8501 1.4290 0.6015 0.276
H 1.902880 -1.980109 1.398098 0.0847 0.5999 -0.5870 0.340
```
Forces are in eV/Å.

Computed properties:
energy = -7921.242 eV
Kohn-Sham gap = 9.570 eV
ΔE to the lowest compared entry with this formula, charge and spin = 1.591 eV
SMILES = C[C@@H]1CCCN1C

***

No. 2
This record from the OMol25 dataset describes the molecule C6H13N at a distorted geometry. The level of theory is ωB97M-V with the def2-TZVPD basis set.

XYZ file:
```
20
Properties=species:S:1:pos:R:3:forces:R:3:mulliken_charge:R:1
C -1.419050 -0.216687 1.545262 -0.1559 -0.2538 -0.4885 -1.581
C -0.686942 0.381031 0.334704 -1.2722 -0.8581 0.3272 0.372
C 0.508376 1.233976 0.756578 0.2530 -0.1124 -0.3998 -0.691
C 1.695904 0.280702 0.508554 -0.0687 0.6795 0.8067 -0.664
C 1.230191 -0.496476 -0.705820 0.8685 0.3658 0.0408 -0.657
N -0.207515 -0.758839 -0.511276 0.7668 0.9308 -0.6005 -0.220
C -0.817041 -0.814822 -1.862374 0.2854 0.3564 1.0141 -1.095
H -0.736393 -0.904670 2.045995 0.0026 0.2516 0.3345 0.324
H -2.280499 -0.825480 1.257928 0.1059 0.0045 -0.3021 0.353
H -1.823566 0.553599 2.192830 0.2523 0.1700 0.3491 0.409
H -1.416726 0.933027 -0.264252 0.0918 0.3210 0.0771 0.381
H 0.492511 1.564937 1.793813 -0.3043 -0.0870 0.0480 0.332
H 0.529352 2.139923 0.145143 0.3385 -0.1177 -0.0961 0.305
H 2.634919 0.823901 0.388055 -0.0423 -0.0435 -0.4138 0.362
H 1.852651 -0.283057 1.433678 -0.2085 -0.4948 -0.3084 0.296
H 1.857150 -1.359016 -0.930549 -0.3716 -0.4580 0.2314 0.379
H 1.440247 0.183219 -1.554241 -0.4550 -0.0469 -0.0990 0.304
H -0.391192 -1.720100 -2.288492 -0.3613 0.0988 -0.5802 0.328
H -0.556013 0.090694 -2.426268 0.2934 -0.1586 -0.2781 0.416
H -1.906358 -0.805855 -1.859267 -0.0184 -0.5477 0.3376 0.350
```
Forces are in eV/Å.

Computed properties:
energy = -7922.427 eV
Kohn-Sham gap = 9.753 eV
ΔE to the lowest compared entry with this formula, charge and spin = 0.406 eV
SMILES = C[C@H]1CCCN1C

***

No. 3
This record from the OMol25 dataset describes a 2-piece molecular cluster, C6H13N overall at a distorted geometry. The level of theory is ωB97M-V with the def2-TZVPD basis set.

XYZ file:
```
20
Properties=species:S:1:pos:R:3:forces:R:3:mulliken_charge:R:1
C -0.659790 -1.606646 0.746183 -0.8456 -0.1637 0.6261 -1.146
C -0.160622 -0.209464 0.371858 -0.0264 -0.4898 2.4498 0.330
C 1.312120 0.004773 0.678921 -1.8335 -0.0820 -3.3945 -0.343
C -2.747492 1.356060 -0.523841 0.4164 -0.2873 0.0921 -0.716
N -2.683922 -0.076649 -0.595860 0.2274 0.0906 0.2614 -0.399
C 2.234740 0.092834 -0.247765 1.3102 0.2277 2.3137 -0.176
C 3.698626 0.240368 0.176817 -0.3836 -0.3758 -2.7028 -1.165
H -0.170840 -2.027629 1.629139 0.7761 -0.1324 -0.5741 0.399
H -0.719394 -2.261764 -0.120765 0.5014 -0.2191 0.1989 0.275
H -1.679834 -1.582129 1.131461 -0.1529 0.4406 -0.4530 0.340
H -0.779881 0.512200 0.891614 0.1153 0.2063 -0.0876 -0.033
H -0.235547 0.020797 -0.706733 -0.2394 -0.1134 -0.2069 0.302
H -2.451996 1.599337 0.502780 -0.4933 0.4720 0.0991 0.252
H -3.430418 -0.442968 -1.188893 0.2803 0.2167 -0.4384 0.160
H -1.942615 1.854096 -1.097260 -0.2767 -0.0676 -0.2639 0.233
H -3.700152 1.804613 -0.825463 0.0888 0.0276 0.1663 0.338
H 1.967351 -0.044758 -1.295262 0.0307 0.0555 0.0239 0.362
H 4.245124 0.641885 -0.683117 -0.0325 0.5961 0.1985 0.338
H 3.808598 0.902630 1.021091 0.2988 -0.5047 0.4439 0.346
H 4.095949 -0.777585 0.135088 0.2385 0.1027 1.2475 0.303
```
Forces are in eV/Å.

Computed properties:
energy = -7914.747 eV
Kohn-Sham gap = 3.853 eV
ΔE to the lowest compared entry with this formula, charge and spin = 8.086 eV

***

No. 4
This record from the OMol25 dataset describes the molecule C6H13N at a distorted geometry. The level of theory is ωB97M-V with the def2-TZVPD basis set.

XYZ file:
```
20
Properties=species:S:1:pos:R:3:forces:R:3:mulliken_charge:R:1
C 2.446839 -1.939416 -1.048093 -0.0912 -1.8332 -0.6255 -1.280
C 1.239321 -1.081165 -0.926879 1.1275 0.6612 0.2102 0.203
C 0.505934 -1.061004 0.178608 0.2835 -0.0253 -0.3928 -0.256
C -0.795662 -0.408611 0.462574 -1.6805 -1.2233 -0.4949 -1.162
C -0.890011 1.060498 0.910590 -1.3351 -0.7741 -0.0770 0.392
C -0.574127 1.989183 -0.265701 1.1724 -0.3936 -0.0515 -1.232
N -2.257457 1.229619 1.396327 -0.4832 -0.5604 0.3875 -0.587
H 3.313492 -1.590194 -1.606146 -0.1193 0.6349 0.1613 0.349
H 2.771845 -2.379493 -0.118006 0.1810 0.2040 0.5356 0.322
H 2.145131 -2.836276 -1.622675 0.0509 0.2005 -0.0429 0.280
H 1.156596 -0.436769 -1.793260 -0.9010 0.1533 0.0195 0.292
H 0.815244 -1.735292 0.965198 0.3171 -0.0774 0.1684 0.232
H -1.459872 -0.516425 -0.412657 0.3508 0.3717 -0.2237 0.373
H -1.325926 -1.151533 1.112649 0.4126 1.1993 0.3310 0.399
H -0.218120 1.172858 1.751017 0.1940 0.4234 0.1672 0.422
H -1.380569 2.656348 -0.534051 -0.1698 0.2701 0.3248 0.401
H 0.333229 2.525844 -0.006056 0.0102 0.5421 -0.2757 0.240
H -0.338271 1.428437 -1.174240 0.0086 -0.0798 0.0926 0.248
H -2.525031 1.947691 2.049491 0.5484 0.2315 -0.1743 0.185
H -2.962593 1.125702 0.681314 0.1233 0.0751 -0.0397 0.182
```
Forces are in eV/Å.

Computed properties:
energy = -7921.673 eV
Kohn-Sham gap = 9.896 eV
ΔE to the lowest compared entry with this formula, charge and spin = 1.160 eV
SMILES = C/C=C/C[C@@H](C)N

***

No. 5
This record from the OMol25 dataset describes the molecule C6H13N at a distorted geometry. The level of theory is ωB97M-V with the def2-TZVPD basis set.

XYZ file:
```
20
Properties=species:S:1:pos:R:3:forces:R:3:mulliken_charge:R:1
C -1.343497 1.781761 0.582658 -0.1406 0.1485 -0.0037 -1.472
C -0.766826 0.404772 0.595035 -0.0372 0.3239 0.3733 0.416
N -0.894317 -0.422474 -0.580508 1.0157 -0.2283 -0.0340 -0.513
C -1.001205 -1.859059 -0.391248 0.2066 -0.4758 0.0565 -0.776
C 0.467403 0.056253 -0.123141 -0.6314 -0.4638 -0.8650 0.970
C 1.445559 -0.786737 0.657539 0.2716 0.7293 0.4041 -1.724
C 1.189797 0.852787 -1.189356 -0.2033 0.1274 -0.1488 -1.465
H -2.408980 1.748867 0.813627 -0.0187 0.1285 0.0035 0.356
H -0.827727 2.380456 1.340330 -0.1630 0.0745 -0.0815 0.291
H -1.211969 2.252259 -0.394582 -0.0530 -0.0451 0.1283 0.366
H -0.889652 -0.125232 1.544629 0.0377 0.1193 -0.0205 0.439
H -1.439473 -2.337310 -1.272633 -0.0782 0.1431 0.1929 0.294
H 0.026026 -2.227846 -0.278992 -0.4471 -0.5740 -0.1235 0.268
H -1.550934 -2.165415 0.510529 -0.0897 0.1842 -0.2082 0.285
H 1.824663 0.122770 1.146126 1.1230 -0.7930 0.4840 0.495
H 1.068978 -1.439796 1.453364 -0.1639 0.1470 -0.3963 0.458
H 2.223628 -1.302280 0.067579 -0.3556 0.3287 0.1966 0.327
H 0.615513 1.725376 -1.494920 0.0308 -0.0030 -0.1127 0.366
H 1.258525 0.168637 -2.041016 0.0824 0.2498 -0.0966 0.270
H 2.214491 1.172211 -0.945020 -0.3859 -0.1210 0.2518 0.350
```
Forces are in eV/Å.

Computed properties:
energy = -7921.319 eV
Kohn-Sham gap = 9.908 eV
ΔE to the lowest compared entry with this formula, charge and spin = 1.514 eV
SMILES = C[C@H]1N(C)C1(C)C

***

No. 6
This record from the OMol25 dataset describes the molecule C6H13N at a distorted geometry. The level of theory is ωB97M-V with the def2-TZVPD basis set.

XYZ file:
```
20
Properties=species:S:1:pos:R:3:forces:R:3:mulliken_charge:R:1
C -1.491882 -0.448346 1.717747 0.7372 1.8413 -1.7788 -1.097
C -1.847245 -0.587815 0.196099 1.0270 1.6829 -0.5925 -0.532
C -1.297925 0.678349 -0.677917 -0.3378 -2.0665 0.9491 -0.787
C 0.099703 0.963761 -0.274174 1.4638 0.2403 -2.1715 -0.557
C 1.147617 0.117011 -0.309251 1.5930 -0.9417 -1.4498 0.816
C 2.598264 0.731884 -0.458859 0.4262 -2.3135 0.2948 -1.204
N 1.069597 -1.342401 -0.359313 -2.4444 2.0783 -0.2021 -0.460
H -1.680549 0.613238 1.965733 -0.1960 -0.5081 0.1598 0.269
H -0.463213 -0.596581 2.011843 0.5984 -0.0806 -0.6668 0.279
H -1.992634 -1.072033 2.380494 -1.5775 -1.1530 0.8395 0.430
H -2.906327 -0.652359 0.064959 -0.7650 -0.0917 0.0305 0.376
H -1.417858 -1.435679 -0.344372 -0.3950 -0.2441 0.7031 0.313
H -1.327481 0.474118 -1.787915 -0.0872 -0.1602 0.9924 0.248
H -1.802410 1.620318 -0.554958 -0.9722 0.0511 0.3640 0.367
H 0.359356 1.956187 -0.673200 0.3528 -0.0304 1.0596 0.235
H 3.301326 0.029227 0.104680 -0.8629 1.2523 0.1345 0.317
H 3.197893 0.635989 -1.482568 -2.1361 0.8176 1.5653 0.258
H 2.468281 1.720054 0.028824 0.9831 -0.4852 -0.7298 0.343
H 1.863295 -1.800098 -0.766379 0.1075 0.0288 -0.2362 0.278
H 0.122198 -1.604831 -0.781469 2.4851 0.0823 0.7350 0.109
```
Forces are in eV/Å.

Computed properties:
energy = -7920.916 eV
Kohn-Sham gap = 9.097 eV
ΔE to the lowest compared entry with this formula, charge and spin = 1.917 eV
SMILES = CCC/C=C(/C)N

***

Looking at E_HOMO for the records above, in order, we have -8.423; -8.579; -6.701; -8.674; -8.879; -8.042 eV.